Entry from the OMol25 dataset: an isolated molecule of C11H18N4O3S at a distorted geometry (ωB97M-V/def2-TZVPD).

Values from the calculation:
Charge   0
LUMO energy   0.3 eV
HOMO level   -0.30821 Ha
Kohn-Sham gap   8.7 eV
SMILES   CSCC[C@H](N)C(=O)N[C@@H](Cc1c[nH]cn1)C(=O)O
Spin multiplicity   1

Each line ends with the Mulliken charge.
Element x y z (Å)
C: 6.03 0.36 0.81  -0.674
S: 5.27 -0.43 -0.66  -0.055
C: 3.74 -1.12 0.01  -0.563
C: 2.56 -0.15 0.13  -0.597
C: 1.21 -0.83 0.32  0.493
N: 0.87 -1.58 -0.74  -0.771
C: 0.14 0.39 0.52  0.082
O: 0.52 1.25 1.41  -0.727
N: -0.76 0.44 -0.52  -0.019
C: -1.98 1.26 -0.38  -0.261
C: -2.74 0.65 0.84  -0.602
C: -3.22 -0.68 0.45  0.076
C: -4.48 -1.20 0.17  -0.513
N: -4.40 -2.53 -0.20  -0.089
C: -3.10 -2.80 -0.20  -0.293
N: -2.31 -1.80 0.11  -0.218
C: -1.87 2.71 -0.30  0.209
O: -2.93 3.22 0.00  -0.562
O: -0.91 3.41 -0.97  -0.554
H: 6.92 1.06 0.36  0.276
H: 5.02 0.97 1.41  0.203
H: 6.59 -0.44 1.58  0.226
H: 3.42 -2.01 -0.64  0.229
H: 4.09 -1.75 0.97  0.293
H: 2.65 0.50 1.00  0.397
H: 2.47 0.38 -0.86  0.229
H: 1.07 -1.16 1.31  0.299
H: 1.52 -2.39 -0.83  0.381
H: 0.07 -2.07 -0.56  0.001
H: -0.75 -0.35 -1.23  0.363
H: -2.69 1.13 -1.14  0.552
H: -3.54 1.36 1.16  0.428
H: -2.11 0.72 1.81  0.346
H: -5.51 -0.86 0.07  0.405
H: -5.29 -3.16 -0.26  0.301
H: -2.82 -3.93 -0.30  0.296
H: -0.35 2.68 -1.58  0.412

---

Entry from the OMol25 dataset: the ion C11H18NO with charge +1 at a distorted geometry (ωB97M-V/def2-TZVPD).

Values from the calculation:
Charge   +1
LUMO energy   -4.6 eV
HOMO level   -0.43775 Ha
Kohn-Sham gap   7.3 eV
Spin multiplicity   1

Each line ends with the Mulliken charge.
Element x y z (Å)
C: -0.72 1.73 -0.55  -1.170
C: 0.21 1.53 0.38  1.753
C: 0.88 0.24 0.52  0.457
C: -0.50 -0.61 -1.30  0.146
C: 0.57 2.62 1.25  -1.110
C: 2.01 0.05 1.55  -0.528
C: 1.88 2.61 1.90  -0.844
C: 2.12 1.22 2.59  -0.824
C: 0.37 -0.52 -2.53  -1.543
C: -2.19 -1.36 -0.01  -0.830
C: -2.31 -2.13 -2.28  -0.917
N: -1.38 -1.79 -1.18  0.231
O: 0.45 -0.84 -0.19  -0.347
H: 0.50 3.55 0.79  0.516
H: -0.32 2.72 1.82  0.427
H: 1.88 -0.89 2.08  0.307
H: 3.04 0.03 1.08  0.324
H: 2.64 2.82 1.17  0.366
H: 1.85 3.42 2.60  0.371
H: 1.35 1.13 3.33  0.364
H: 3.10 1.15 3.06  0.377
H: 1.23 -1.24 -2.50  0.324
H: -0.19 -0.82 -3.46  0.367
H: 0.94 0.42 -2.45  0.337
H: -2.31 -0.26 -0.11  0.385
H: -3.19 -1.98 -0.15  0.366
H: -1.70 -1.36 0.99  0.281
H: -1.77 -2.08 -3.26  0.273
H: -2.72 -3.04 -2.10  0.416
H: -3.09 -1.41 -2.23  0.447
H: -0.94 -2.55 -0.81  0.277

---

Entry from the OMol25 dataset: a cluster of 2 separate species, C11H18O in total at a distorted geometry (ωB97M-V/def2-TZVPD).

Values from the calculation:
Charge   0
LUMO energy   0.8 eV
HOMO level   -0.30852 Ha
Kohn-Sham gap   9.2 eV
SMILES   Cc1ccc(O)cc1.CC(C)C
Spin multiplicity   1

Each line ends with the Mulliken charge.
Element x y z (Å)
C: 1.15 -3.02 -1.33  -1.409
C: 1.09 -1.51 -1.39  0.742
C: -0.08 -0.90 -1.79  -0.548
C: -0.15 0.50 -1.77  -0.524
C: 0.96 1.21 -1.33  0.844
O: 0.91 2.58 -1.23  -0.558
C: 2.13 0.61 -0.90  -0.729
C: 2.18 -0.78 -0.95  -0.590
H: 0.86 -3.38 -2.33  0.330
H: 0.47 -3.46 -0.61  0.274
H: 2.11 -3.50 -1.17  0.365
H: -0.92 -1.40 -2.26  0.382
H: -1.05 1.04 -2.03  0.298
H: 0.09 2.96 -1.54  0.294
H: 2.93 1.28 -0.61  0.421
H: 3.09 -1.31 -0.84  0.370
C: -2.76 -0.41 1.60  -1.418
C: -1.49 0.37 1.96  1.933
C: -1.85 1.73 2.53  -1.547
C: -0.71 -0.42 3.00  -1.499
H: -3.23 -0.85 2.46  0.361
H: -2.50 -1.16 0.85  0.327
H: -3.50 0.20 1.08  0.375
H: -0.94 0.48 1.03  -0.714
H: -2.48 1.61 3.42  0.357
H: -1.05 2.29 3.02  0.396
H: -2.31 2.38 1.78  0.358
H: -1.14 -0.30 4.00  0.353
H: -0.58 -1.47 2.70  0.373
H: 0.34 -0.12 3.08  0.384

---

Entry from the OMol25 dataset: a cluster of 2 separate species, C11H18O in total at a distorted geometry (ωB97M-V/def2-TZVPD).

Values from the calculation:
Charge   0
LUMO energy   0.8 eV
HOMO level   -0.30214 Ha
Kohn-Sham gap   9.0 eV
SMILES   Cc1ccc(O)cc1.CC(C)C
Spin multiplicity   1

Each line ends with the Mulliken charge.
Element x y z (Å)
C: 4.11 0.67 0.04  -1.353
C: 2.83 0.53 -0.87  0.835
C: 2.90 0.13 -2.24  -0.753
C: 1.67 0.26 -2.90  -0.372
C: 0.42 0.64 -2.32  0.819
O: -0.70 0.79 -3.06  -0.562
C: 0.31 0.98 -0.94  -0.436
C: 1.60 1.05 -0.33  -0.596
H: 4.67 1.51 -0.13  0.347
H: 4.73 -0.24 0.00  0.343
H: 3.80 0.94 1.06  0.336
H: 3.87 -0.18 -2.68  0.363
H: 1.77 0.02 -3.99  0.138
H: -0.51 0.73 -4.08  0.326
H: -0.69 1.40 -0.60  0.543
H: 1.40 1.53 0.76  0.077
C: -3.45 0.27 1.47  -1.224
C: -2.05 -0.43 1.27  1.587
C: -1.35 -0.81 2.62  -1.240
C: -2.26 -1.90 0.70  -1.506
H: -4.34 -0.02 0.80  0.301
H: -3.27 1.37 1.38  0.331
H: -3.87 0.17 2.41  0.369
H: -1.34 0.03 0.70  -0.708
H: -0.65 -1.72 2.64  0.301
H: -0.49 0.04 2.90  0.230
H: -2.03 -0.88 3.48  0.348
H: -2.67 -1.86 -0.25  0.415
H: -1.44 -2.68 0.73  0.337
H: -2.97 -2.35 1.42  0.404

---

Entry from the OMol25 dataset: an isolated molecule of C11H18Si (ωB97M-V/def2-TZVPD).

Values from the calculation:
Charge   0
LUMO energy   1.0 eV
HOMO level   -0.31773 Ha
Kohn-Sham gap   9.6 eV
SMILES   CCC[SiH2]Cc1cccc(C)c1
Spin multiplicity   1

Each line ends with the Mulliken charge.
Element x y z (Å)
C: -0.68 1.53 2.47  -0.925
C: -2.07 1.35 1.86  -0.445
C: -2.14 0.31 0.74  -0.665
Si: -1.61 -1.43 1.22  0.422
C: 0.25 -1.78 1.00  -1.124
C: 0.72 -1.29 -0.34  0.333
C: 0.59 -2.08 -1.48  -0.531
C: 1.00 -1.60 -2.72  -0.591
C: 1.52 -0.32 -2.85  -0.518
C: 1.66 0.50 -1.72  0.684
C: 2.21 1.89 -1.84  -1.470
C: 1.26 -0.01 -0.48  -0.189
H: -0.23 0.58 2.77  0.212
H: -0.01 2.03 1.77  0.192
H: -0.73 2.16 3.37  0.382
H: -2.40 2.32 1.47  0.331
H: -2.78 1.08 2.65  0.268
H: -3.18 0.22 0.41  0.398
H: -1.57 0.64 -0.13  0.311
H: -1.99 -1.68 2.63  -0.172
H: -2.32 -2.40 0.36  -0.245
H: 0.36 -2.86 1.07  0.477
H: 0.81 -1.32 1.81  0.442
H: 0.18 -3.08 -1.40  0.399
H: 0.90 -2.23 -3.60  0.376
H: 1.83 0.05 -3.82  0.402
H: 1.49 2.54 -2.34  0.307
H: 3.13 1.91 -2.42  0.378
H: 2.41 2.32 -0.86  0.363
H: 1.37 0.62 0.40  0.197

---

Entry from the OMol25 dataset: a structure of composition C11H19AgF2NO8 at a distorted geometry (ωB97M-V/def2-TZVPD).

Values from the calculation:
Charge   -2
LUMO energy (alpha / beta)   4.2 / 4.2 eV
HOMO level (alpha / beta)   -0.03679 / -0.02597 Ha
Kohn-Sham gap (alpha / beta)   5.2 / 4.9 eV
Spin multiplicity   2

Each line ends with the Mulliken charge.
Element x y z (Å)
Ag: 29.43 18.22 28.48  1.587
F: 27.74 19.03 29.74  -0.733
F: 27.74 18.16 27.03  -0.646
C: 33.00 19.11 27.36  -0.887
C: 31.92 20.18 27.17  0.585
C: 31.67 20.46 25.69  -1.442
O: 30.76 19.98 27.87  -0.824
H: 33.35 19.00 28.39  -0.025
H: 33.89 19.36 26.76  0.508
H: 32.68 18.11 27.06  0.057
H: 32.33 21.13 27.59  0.077
H: 32.52 20.82 25.09  0.400
H: 30.89 21.19 25.45  0.346
H: 31.34 19.56 25.14  0.266
N: 27.66 15.29 29.30  0.783
O: 27.86 14.02 29.34  -0.714
O: 26.50 15.72 29.26  -0.608
O: 28.67 16.05 29.37  -0.451
O: 30.55 16.51 27.19  -0.416
C: 30.66 15.31 27.25  0.033
O: 29.84 14.53 26.54  -0.405
C: 29.91 13.17 26.99  -0.354
C: 31.24 13.03 27.66  -0.608
C: 31.51 14.45 28.16  0.257
H: 29.78 12.50 26.14  0.340
H: 29.09 13.06 27.71  0.160
H: 31.97 12.72 26.91  0.300
H: 31.23 12.34 28.51  0.297
H: 32.57 14.66 28.13  0.197
H: 31.13 14.59 29.18  0.102
O: 30.92 18.30 30.23  -0.482
C: 31.92 17.75 30.57  0.255
O: 32.43 16.67 29.95  -0.130
C: 33.55 16.11 30.69  -0.490
C: 33.43 16.79 32.05  -0.457
C: 32.81 18.12 31.74  -0.624
H: 34.47 16.35 30.17  0.313
H: 33.39 15.03 30.73  0.242
H: 34.41 17.07 32.47  0.275
H: 32.81 16.19 32.70  0.339
H: 33.46 18.92 31.38  0.265
H: 32.12 18.52 32.48  0.313

---

We obtain energy relative to the best compared isomer or geometry (same formula, charge and spin) values of 4.862; 7.260; 0.481; 3.053; 0.000; 1.433 eV for the records listed above, in that order.